DFT (wB97M-V/def2-TZVPD) results for 4 unconnected molecules or ions with the total composition C8H18O3.

The geometry in ORCA input format:
```
! wB97M-V def2-TZVPD RIJCOSX def2/J DEFGRID3
* xyz 0 1
C 0.59 2.72 1.60
C 1.29 1.80 2.36
C 1.20 0.50 1.89
C 0.12 -0.03 1.30
C 0.24 -1.32 0.52
C 1.40 -1.90 0.44
C -1.00 -1.96 0.00
C -2.01 -2.04 1.20
H 0.44 3.73 2.12
H 0.02 2.59 0.72
H 1.92 2.05 3.17
H 2.06 -0.11 1.82
H -0.92 0.23 1.46
H 2.30 -1.34 0.90
H 1.66 -2.95 0.13
H -0.85 -2.92 -0.58
H -1.40 -1.43 -0.92
H -2.77 -2.81 1.17
H -2.61 -1.09 1.30
H -1.61 -2.12 2.25
O 0.76 3.18 -1.60
H 0.90 3.32 -2.55
H 1.55 2.76 -1.40
O 0.90 0.52 -2.42
H 0.49 -0.29 -2.84
H 0.40 1.28 -2.65
O -1.30 -0.86 -3.01
H -2.03 -1.40 -2.71
H -1.76 -0.11 -3.65
*
```

The calculation puts the gap between HOMO and LUMO at 0.2971 Ha. Its total energy is -541.18681 Eh. The SMILES is C=C/C=C/C(=C)CC.O.O.O.